1.
{
  "formula": "C17H18F3N2O8RuS2",
  "method": "ωB97M-V/def2-TZVPD",
  "symbols": ["Ru", "C", "C", "C", "C", "C", "C", "C", "S", "O", "O", "N", "C", "C", "C", "C", "C", "N", "H", "H", "H", "H", "H", "H", "H", "H", "H", "H", "H", "C", "C", "C", "O", "C", "O", "O", "H", "H", "H", "H", "H", "H", "H", "F", "C", "F", "F", "S", "O", "O", "O"],
  "positions_angstrom": [[-0.40165, -0.08653, -0.78625], [5.23154, 1.09444, 3.71109], [4.15202, 1.40869, 2.71433], [3.93714, 0.58904, 1.61241], [2.95372, 0.88332, 0.68029], [2.17722, 2.01371, 0.86895], [2.37395, 2.85839, 1.95615], [3.35936, 2.54735, 2.87141], [0.89387, 2.40800, -0.24975], [1.08947, 1.66190, -1.50666], [0.74148, 3.83026, -0.32355], [-0.41513, 1.66858, 0.38095], [-1.60325, 2.07725, -0.22617], [-2.28904, 3.28283, -0.20794], [-3.48486, 3.32111, -0.89841], [-3.96453, 2.19820, -1.57723], [-3.21775, 1.04205, -1.57230], [-2.05578, 1.02048, -0.91003], [5.57181, 0.06500, 3.61354], [4.87853, 1.24582, 4.73121], [6.09255, 1.74883, 3.56096], [4.54285, -0.29822, 1.47808], [2.79476, 0.24329, -0.17516], [1.76413, 3.74404, 2.07157], [3.52052, 3.19628, 3.72360], [-1.88864, 4.13327, 0.32190], [-4.06275, 4.23593, -0.91045], [-4.90520, 2.22943, -2.10630], [-3.50713, 0.12551, -2.06642], [-2.33749, -3.87131, -0.98818], [-2.44096, -2.81358, 0.09491], [-3.27298, -3.28879, 1.28502], [-3.02834, -1.65891, -0.49937], [-1.01451, -2.49470, 0.66923], [-0.28360, -3.36594, 1.06226], [-0.70167, -1.20093, 0.74168], [-3.34060, -4.17699, -1.28851], [-1.79455, -4.73248, -0.60633], [-1.80976, -3.47843, -1.85882], [-4.28069, -3.52603, 0.94312], [-3.33325, -2.51467, 2.05396], [-2.82072, -4.17340, 1.73117], [-3.21165, -1.03319, 0.21092], [1.06069, -1.79882, -4.85850], [1.47190, -1.12852, -3.78624], [2.79901, -1.06040, -3.79461], [0.97193, 0.10368, -3.83407], [0.90003, -1.99718, -2.26305], [1.24403, -3.35832, -2.44768], [-0.55427, -1.66717, -2.20899], [1.49829, -1.25215, -1.13774]],
  "atomic_forces_ev_per_a": [[0.8, 0.3, -0.2], [0.0, 0.0, 0.0], [0.0, 0.0, 0.0], [0.0, 0.0, 0.0], [0.0, 0.0, 0.0], [0.0, 0.0, 0.0], [0.0, 0.0, 0.0], [0.0, 0.0, 0.0], [-0.1, 0.0, 0.1], [-0.2, -0.2, -0.2], [0.0, 0.0, -0.1], [0.2, 0.0, 0.2], [-0.1, 0.0, 0.1], [0.0, 0.0, 0.0], [0.0, 0.0, 0.0], [0.0, 0.0, 0.0], [0.0, 0.0, 0.0], [-0.1, 0.1, -0.1], [0.0, 0.0, 0.0], [0.0, 0.0, 0.0], [0.0, 0.0, 0.0], [0.0, 0.0, 0.0], [0.0, 0.0, 0.0], [0.0, 0.0, 0.0], [0.0, 0.0, 0.0], [0.0, 0.0, 0.0], [0.0, 0.0, 0.0], [0.0, 0.0, 0.0], [0.0, 0.0, 0.0], [0.0, 0.0, -0.1], [0.6, 0.0, 0.4], [0.0, 0.0, -0.1], [-0.1, -0.2, 0.1], [-0.1, -0.3, -0.6], [-0.3, 0.1, 0.1], [-0.5, 0.1, 0.1], [0.0, 0.0, 0.0], [0.0, 0.0, 0.0], [-0.1, -0.1, 0.2], [0.0, 0.0, 0.0], [0.0, 0.0, 0.0], [0.0, 0.0, 0.0], [0.0, 0.0, 0.0], [0.0, 0.0, 0.0], [0.0, 0.0, 0.0], [0.0, 0.0, 0.0], [0.0, 0.0, 0.0], [0.0, 0.0, 0.1], [0.0, 0.0, 0.0], [0.2, 0.2, -0.1], [-0.1, 0.0, 0.0]],
  "nbo_charge": [1.239, -0.634, 0.026, -0.203, -0.183, -0.303, -0.170, -0.221, 2.295, -0.946, -0.921, -0.824, 0.372, -0.250, -0.123, -0.271, 0.074, -0.429, 0.222, 0.223, 0.227, 0.221, 0.260, 0.235, 0.217, 0.254, 0.229, 0.236, 0.248, -0.624, 0.145, -0.624, -0.726, 0.757, -0.572, -0.664, 0.208, 0.234, 0.240, 0.214, 0.206, 0.237, 0.470, -0.303, 0.718, -0.303, -0.306, 2.325, -0.874, -0.931, -0.931],
  "homo_ev": [-9.34, -9.31],
  "gap_ha": [0.3232, 0.2914],
  "lumo_ha": [-0.020, -0.051],
  "s_squared": 0.76,
  "total_charge": 0,
  "multiplicity": 2
}

2.
{
  "formula": "C17H18N2O4",
  "method": "ωB97M-V/def2-TZVPD",
  "symbols": ["C", "O", "C", "C", "C", "C", "C", "O", "C", "C", "O", "N", "C", "C", "C", "C", "C", "C", "N", "C", "C", "O", "C", "H", "H", "H", "H", "H", "H", "H", "H", "H", "H", "H", "H", "H", "H", "H", "H", "H", "H"],
  "positions_angstrom": [[6.78128, 0.46554, 0.70356], [6.26099, 0.38248, -0.65442], [4.82606, -0.02998, -0.67306], [4.21976, -0.31308, -2.06419], [2.79835, -0.51312, -1.97087], [1.96725, -0.71772, -0.73216], [2.60489, -0.43354, 0.23632], [1.90956, -0.41721, 1.56248], [0.47900, -0.73557, 1.41213], [-0.16816, 0.19684, 0.85437], [0.33265, 1.55958, 0.88745], [-1.47867, 0.02299, 0.52424], [-2.56818, 0.83228, 0.33444], [-2.36137, 2.09057, 0.36728], [-3.44247, 3.03387, -0.03755], [-4.44925, 2.65727, -0.73844], [-4.69792, 1.22729, -0.67174], [-3.70998, 0.31217, -0.44479], [-4.05097, -0.96016, -0.43596], [-3.50341, -2.11340, -0.01931], [-4.22440, -3.25107, -0.89652], [-2.68262, -2.30424, 0.93676], [3.93140, -0.13478, 0.38659], [6.84201, -0.45769, 1.21731], [7.65410, 0.82980, 0.49000], [6.36426, 1.21410, 1.34205], [4.79941, 0.03879, -2.76485], [2.40751, -0.50704, -2.73510], [1.03465, -0.80008, -1.19464], [0.25991, -1.04274, 2.56370], [0.36898, -1.53831, 0.99080], [-1.76488, -1.06747, 0.78030], [-1.46435, 2.70494, 0.75549], [-3.32412, 4.13091, -0.15028], [-5.34104, 3.29870, -1.07070], [-5.52819, 0.71949, -1.15833], [-4.79229, -1.19178, -1.11785], [-5.19731, -3.35399, -0.41602], [-4.10469, -3.62786, -1.73913], [-3.76217, -4.16808, -0.26707], [4.41710, -0.10794, 1.47042]],
  "atomic_forces_ev_per_a": [[-3.6, -0.7, -0.9], [-4.4, -1.5, 1.6], [-0.1, -0.3, -2.6], [-4.4, -0.1, 9.0], [10.0, -0.4, 13.0], [-1.9, -1.4, -14.9], [2.3, 2.0, 14.0], [0.2, -0.8, -2.0], [9.3, -1.0, 11.7], [-6.1, 18.5, -3.2], [-2.3, -7.3, -0.7], [1.5, -6.3, 1.5], [0.6, -4.0, -2.8], [-0.7, 9.9, 1.3], [4.9, 2.1, 0.5], [-6.4, -3.3, -0.9], [0.2, 0.1, -2.8], [1.1, 5.0, 4.4], [-1.2, -4.0, -1.8], [0.6, -1.6, -0.1], [1.3, -0.5, 13.3], [-2.3, 0.2, -2.9], [5.5, 0.5, 2.2], [-0.1, -1.1, 0.3], [5.6, 1.6, -0.8], [-1.2, 0.5, 0.2], [2.4, 1.2, -4.5], [-7.6, -0.2, -13.8], [-2.0, -0.4, 1.2], [-0.3, 1.3, -2.5], [-0.9, -9.2, -4.7], [0.4, 3.0, -0.7], [-1.3, -2.2, -0.6], [0.8, -0.6, 1.1], [1.8, -0.8, 0.3], [-0.6, 0.7, 0.1], [0.7, 0.5, 0.6], [-0.5, 0.4, -0.8], [1.2, -1.7, -8.4], [-0.8, 1.5, -1.3], [-1.6, 0.2, -2.3]],
  "nbo_charge": [-0.244, -0.508, 0.347, -0.258, -0.063, -0.352, 0.313, -0.492, -0.193, 0.596, -0.675, -0.596, 0.101, -0.189, -0.197, -0.220, -0.205, 0.118, -0.571, 0.719, -0.734, -0.636, -0.349, 0.176, 0.187, 0.177, 0.205, 0.132, 0.253, 0.257, 0.196, 0.425, 0.297, 0.215, 0.222, 0.185, 0.410, 0.240, 0.223, 0.244, 0.243],
  "homo_ev": -8.51,
  "gap_ha": 0.3175,
  "lumo_ha": 0.005,
  "total_charge": 0
}

3.
{
  "formula": "C17H18O5",
  "method": "ωB97M-V/def2-TZVPD",
  "symbols": ["C", "C", "O", "C", "C", "C", "C", "O", "O", "C", "C", "C", "O", "C", "C", "O", "C", "C", "C", "C", "C", "C", "H", "H", "H", "H", "H", "H", "H", "H", "H", "H", "H", "H", "H", "H", "H", "H", "H", "H"],
  "positions_angstrom": [[3.14606, 3.66321, 0.75175], [2.32995, 3.21670, -0.45718], [1.43926, 2.15994, -0.15424], [1.92066, 0.90119, 0.00052], [3.21767, 0.49250, -0.23191], [3.58619, -0.84599, -0.06349], [4.98825, -1.20974, -0.32622], [5.85209, -0.43227, -0.65661], [5.24551, -2.51987, -0.16297], [2.64337, -1.77885, 0.34071], [1.33777, -1.38167, 0.57468], [0.96013, -0.05710, 0.41650], [-0.27819, 0.45089, 0.64436], [-1.35384, -0.40540, 0.94410], [-1.88435, -1.12822, -0.31037], [-3.19119, -1.61026, -0.12655], [-4.24490, -0.73638, -0.16825], [-5.49528, -1.30405, 0.07817], [-6.63393, -0.52624, 0.04846], [-6.54682, 0.82955, -0.22726], [-5.30926, 1.39313, -0.47288], [-4.15726, 0.62319, -0.44426], [2.47796, 3.93665, 1.56459], [3.75095, 4.52539, 0.48532], [3.80064, 2.86672, 1.09608], [1.67536, 4.02962, -0.78365], [2.98606, 2.94336, -1.29232], [3.98532, 1.17765, -0.55342], [6.18194, -2.68847, -0.34960], [2.92836, -2.80983, 0.47197], [0.61872, -2.12058, 0.88995], [-2.13651, 0.25346, 1.33167], [-1.09687, -1.12730, 1.72743], [-1.28290, -2.01342, -0.53372], [-1.82177, -0.44631, -1.16774], [-5.54364, -2.36088, 0.28819], [-7.59485, -0.97941, 0.24148], [-7.43687, 1.43957, -0.24943], [-5.22844, 2.44838, -0.68883], [-3.20914, 1.09951, -0.63860]],
  "atomic_forces_ev_per_a": [[-0.3, -0.2, -0.2], [0.3, 0.3, 0.0], [-0.1, -0.3, 0.1], [-0.2, -0.1, 0.0], [0.0, 0.0, 0.0], [-0.4, -0.1, 0.1], [0.6, 0.2, -0.2], [-0.1, 0.0, 0.0], [-0.1, -0.5, 0.1], [0.4, 0.2, -0.1], [-0.3, 0.2, 0.1], [0.1, 0.2, 0.0], [0.4, 0.1, -0.2], [-0.5, -0.3, 0.0], [0.5, 0.3, 0.0], [-0.3, 0.0, 0.2], [-0.2, 0.0, 0.0], [0.2, 0.0, 0.0], [0.0, 0.0, 0.0], [-0.1, 0.2, 0.0], [-0.2, 0.0, 0.0], [0.3, -0.1, 0.0], [0.0, 0.0, 0.1], [0.1, 0.1, 0.0], [0.1, 0.0, 0.1], [0.1, -0.1, 0.0], [-0.1, 0.0, 0.0], [0.0, 0.1, 0.0], [-0.1, 0.3, 0.0], [0.0, -0.1, 0.0], [-0.1, 0.0, 0.0], [0.1, -0.2, 0.0], [0.0, 0.1, 0.0], [-0.1, 0.2, 0.0], [0.0, -0.1, 0.1], [0.0, -0.1, 0.0], [-0.1, -0.1, 0.0], [-0.1, 0.1, 0.0], [0.0, 0.1, 0.0], [0.1, 0.0, 0.0]],
  "nbo_charge": [-0.638, -0.062, -0.482, 0.253, -0.201, -0.217, 0.780, -0.604, -0.688, -0.155, -0.308, 0.298, -0.474, -0.093, -0.091, -0.492, 0.293, -0.259, -0.187, -0.245, -0.202, -0.273, 0.216, 0.217, 0.214, 0.194, 0.172, 0.235, 0.501, 0.232, 0.220, 0.208, 0.179, 0.198, 0.184, 0.224, 0.214, 0.214, 0.214, 0.213],
  "homo_ev": -8.38,
  "gap_ha": 0.3321,
  "lumo_ha": 0.024,
  "total_charge": 0
}

The calculation returns the following relative energy (zero: lowest compared OMol25 entry of this formula, charge and spin) values, one per record and in order: 4.5 358.8 37.2 kcal/mol.
The calculation returns the following total energy values, one per record and in order: -69685.89414 -29077.48444 -28158.21254 eV.
The calculation returns the following molecular weight values, one per record and in order: 600.54 314.34 302.33 g/mol.